Record 1
A cluster of 2 separate species, C6H12 in total in a non-equilibrium geometry, computed with ωB97M-V with the def2-TZVPD basis set.

CARTESIAN COORDINATES (ANGSTROEM)
C -2.289 3.618 0.144
C 1.017 -3.332 0.310
C 2.122 -2.129 -1.516
C -1.155 2.955 0.067
C 1.208 -2.121 -0.570
C -0.893 1.829 1.036
H 1.731 -4.160 0.165
H 2.674 -3.059 -1.694
H 0.131 1.868 1.444
H -2.326 4.522 -0.475
H 0.604 -1.210 -0.465
H 0.934 -3.124 1.391
H -1.604 1.764 1.876
H 0.029 -3.650 -0.063
H -3.182 3.361 0.724
H -0.991 0.919 0.420
H -0.346 3.226 -0.624
H 2.336 -1.276 -2.170

Calculated values
Orbital gap   10.67 eV
Total charge   0
Energy   -6414.65699 eV
Highest occupied orbital energy   -9.60 eV
SMILES   C=CC.C=CC
LUMO   1.07 eV
Multiplicity   1
Relative energy (zero: lowest compared OMol25 entry of this formula, charge and spin)   220.3 kJ/mol

Löwdin population analysis, charges in e, atoms 1 to 8: number 1, C, carries -0.0399; number 2, C, carries -0.1203; number 3, C, carries -0.0409; number 4, C, carries -0.2549; number 5, C, carries -0.2578; number 6, C, carries -0.1289; number 7, H, carries 0.0754; number 8, H, carries 0.0580

Record 2
A structure of composition C2HBrF2S in a non-equilibrium geometry, computed with ωB97M-V with the def2-TZVPD basis set.

CARTESIAN COORDINATES (ANGSTROEM)
Br 2.562 0.960 0.272
S -1.822 1.487 -0.407
F -0.893 -1.139 -0.229
F 1.640 -1.583 0.138
C -0.117 -0.051 -0.127
C 1.227 -0.326 0.070
H -2.597 0.651 0.283

Calculated values
Orbital gap   8.08 eV
Total charge   0
Energy   -88399.20670 eV
Highest occupied orbital energy   -9.48 eV
LUMO   -1.41 eV
Multiplicity   1
Relative energy (zero: lowest compared OMol25 entry of this formula, charge and spin)   264.0 kJ/mol

Löwdin charges, unit e, in atom order: number 1, Br, carries 0.7860; number 2, S, carries 0.5910; number 3, F, carries -0.0443; number 4, F, carries 0.0242; number 5, C, carries -0.3276; number 6, C, carries -0.8132; number 7, H, carries -0.2161

Record 3
The ion C14H16ClINO3 with charge -1 in a non-equilibrium geometry, computed with ωB97M-V with the def2-TZVPD basis set.

CARTESIAN COORDINATES (ANGSTROEM)
I -4.931 0.685 -0.882
Cl 2.029 5.553 -1.538
O 2.849 -3.316 3.239
O 1.314 3.718 -1.387
O 3.386 -3.884 -1.321
N 3.848 -3.027 1.015
C -0.398 -0.165 0.928
C 3.141 -3.150 -0.305
C -0.991 0.424 -1.763
C 0.521 -0.949 2.000
C -2.996 0.040 1.600
C 0.734 2.387 -0.992
C 1.006 -1.370 -1.221
C 1.647 -1.881 1.393
C -1.597 0.836 1.393
C 2.785 -2.797 2.071
C -0.007 1.660 -2.248
C 1.903 -2.127 -0.158
C -3.585 -0.660 0.263
C -0.118 -0.383 -0.633
H -3.798 0.774 2.007
H 1.450 4.163 -0.497
H 1.624 1.779 -0.563
H -0.013 2.638 -0.122
H 0.825 1.151 -2.885
H -1.253 -0.294 -2.628
H -0.643 2.404 -2.891
H -1.932 0.922 -1.323
H -1.789 1.702 0.649
H -1.363 1.353 2.419
H 0.411 -0.837 3.140
H -4.286 -1.529 0.619
H -2.792 -1.159 -0.412
H 4.594 -2.291 0.999
H -2.772 -0.813 2.373
H 1.197 -1.556 -2.340

Calculated values
Orbital gap   3.35 eV
Total charge   -1
Energy   -43024.00510 eV
Highest occupied orbital energy   -2.33 eV
LUMO   1.02 eV
Multiplicity   1
Relative energy (zero: lowest compared OMol25 entry of this formula, charge and spin)   970.8 kJ/mol

Löwdin population analysis, charges in e, atoms 1 to 8: number 1, I, carries 0.6471; number 2, Cl, carries -0.1902; number 3, O, carries 0.0269; number 4, O, carries -0.6253; number 5, O, carries 0.0362; number 6, N, carries 0.0659; number 7, C, carries -0.0858; number 8, C, carries -0.2980

Record 4
The molecule C4H5NO2 in a non-equilibrium geometry, computed with ωB97M-V with the def2-TZVPD basis set.

CARTESIAN COORDINATES (ANGSTROEM)
O -0.096 1.233 0.179
O 0.248 -0.798 0.855
N 0.309 0.018 1.886
C 0.129 1.235 1.484
C 0.145 0.001 -0.390
C -0.077 -1.101 -2.398
C -0.735 -0.577 -1.273
H 1.106 -0.036 -0.871
H 0.930 -0.612 -2.583
H 0.093 2.022 2.057
H -0.481 -1.670 -3.308
H -1.800 -0.656 -1.301

Calculated values
Orbital gap   9.40 eV
Total charge   0
Energy   -9809.67213 eV
Highest occupied orbital energy   -8.77 eV
SMILES   C=C[C@H]1OC=NO1
LUMO   0.63 eV
Multiplicity   1
Relative energy (zero: lowest compared OMol25 entry of this formula, charge and spin)   448.0 kJ/mol

Löwdin population analysis, charges in e, atoms 1 to 8: number 1, O, carries 0.0480; number 2, O, carries -0.0512; number 3, N, carries 0.0493; number 4, C, carries -0.1441; number 5, C, carries -0.3929; number 6, C, carries 0.0767; number 7, C, carries -0.0768; number 8, H, carries 0.1299